ORCA calculation (the ωB97M-V functional and the def2-TZVPD basis) on a molecular structure, C8H20NO2PS in a non-equilibrium geometry.

Each line ends with the Löwdin charge.
Geometry (Å):
C  2.0882  -0.0384  -2.7843  -0.042
C  1.9109  1.9258  -1.2312  -0.055
C  3.3925  -0.0179  -0.6416  -0.059
C  -2.3245  -0.9095  2.7557  -0.042
C  -2.3017  0.7077  0.8367  -0.063
C  -3.4487  -1.5004  0.5779  -0.040
C  2.0964  0.4111  -1.3210  -0.670
C  -2.2511  -0.7778  1.2272  -0.758
N  0.9976  -0.3044  -0.6639  -0.113
O  1.5673  -1.7094  1.4450  -0.205
O  -1.1234  -1.4102  0.7320  -0.218
P  0.8431  -0.3800  0.9873  0.403
S  1.1847  1.0780  2.2110  0.354
H  2.2090  -1.1168  -2.8473  0.084
H  1.1497  0.2324  -3.2627  0.082
H  2.9012  0.4379  -3.3251  0.087
H  1.9189  2.2476  -0.1920  0.032
H  0.9621  2.2194  -1.6770  0.085
H  2.7133  2.4359  -1.7576  0.085
H  3.3494  0.2036  0.4244  0.048
H  3.5480  -1.0874  -0.7675  0.088
H  4.2387  0.5133  -1.0687  0.091
H  -1.4474  -0.4467  3.2046  0.059
H  -3.2177  -0.4245  3.1410  0.081
H  -2.3395  -1.9604  3.0360  0.082
H  -3.2361  1.1514  1.1693  0.083
H  -2.2246  0.8181  -0.2439  0.078
H  -1.4760  1.2400  1.3025  0.024
H  -3.4280  -1.3467  -0.4987  0.079
H  -3.3877  -2.5670  0.7759  0.080
H  -4.3803  -1.1108  0.9783  0.081
H  0.0999  -0.1523  -1.1047  0.099
H  1.1722  -2.4691  1.0061  0.081

## Properties
Calculated total energy: -1261.63180 Ha
Largest force on an atom: 0.084 Eh/bohr
Spin multiplicity: 1
E_HOMO: -0.336 Eh

=====

ORCA calculation (the ωB97M-V functional and the def2-TZVPD basis) on a molecular structure, C8H20O3PSSi in a non-equilibrium geometry.

Each line ends with the Löwdin charge.
Geometry (Å):
C  -3.7883  0.2581  3.2945  0.009
C  -3.0786  1.4844  2.7800  -0.527
O  -2.2215  2.0794  3.4085  0.114
O  -3.5519  1.9393  1.5851  -0.044
C  -2.9272  1.5325  0.3474  -0.172
C  -1.9323  0.3871  0.4303  -0.231
C  -1.4011  0.0892  -0.9869  -0.280
C  -0.9453  -1.3639  -1.2114  -0.384
Si  0.1973  -2.0841  0.0863  0.418
P  2.1130  -0.9251  0.0587  0.158
S  1.8407  0.8799  0.8599  -0.081
H  -4.8492  0.2720  3.0310  0.084
H  -3.3165  -0.6363  2.8712  0.082
H  -3.6793  0.2287  4.3847  0.085
H  -2.4601  2.4251  -0.0912  0.132
H  -3.7503  1.2331  -0.3159  0.120
H  -1.0811  0.6326  1.0790  0.072
H  -2.4491  -0.5064  0.8055  0.098
H  -0.5464  0.7504  -1.1817  0.093
H  -2.1771  0.3369  -1.7271  0.101
H  -1.8135  -2.0334  -1.3182  0.062
H  -0.4011  -1.4183  -2.1661  0.070
H  -0.3851  -1.9803  1.4476  -0.071
H  0.4584  -3.5297  -0.1480  -0.083
H  3.0065  -1.7328  0.7985  -0.099
H  2.6426  -0.8543  -1.4005  -0.154
C  4.5827  1.0731  -1.9031  -0.122
C  4.5483  -0.4071  -2.3197  -0.460
O  3.2895  -0.9329  -2.3546  -0.294
H  4.0696  1.0890  -0.9398  0.001
H  5.6099  1.4326  -1.7697  0.057
H  4.0713  1.7353  -2.6040  0.062
H  5.1986  -0.9277  -1.5672  0.092
H  5.1268  -0.5262  -3.2629  0.089

## Properties
Total charge: -1
Calculated total energy: -1571.57940 Ha
Largest force on an atom: 0.050 Eh/bohr
Spin multiplicity: 1
E_HOMO: -0.120 Eh

=====

ORCA calculation (the ωB97M-V functional and the def2-TZVPD basis) on a molecular structure, C8H21AgBClNO3Si2.

Each line ends with the Löwdin charge.
Geometry (Å):
C  -1.8073  1.7968  -2.1527  -0.065
C  -1.8673  0.2957  -2.4339  -0.479
C  -0.4790  -0.2597  -2.7615  -0.076
C  -2.5291  -0.5034  -1.2992  -0.224
Si  -1.5197  -0.8219  0.2651  0.498
C  -0.8286  -2.5482  0.2473  -0.175
O  -0.3272  0.3338  0.3067  -0.336
Si  0.8247  0.5540  1.4687  0.059
Cl  1.8258  2.2450  0.8719  0.440
C  0.0131  0.7886  3.1321  -0.237
C  0.7594  1.6498  4.1181  -0.320
N  0.8282  2.8995  3.9595  0.084
C  2.0828  -0.8025  1.4913  -0.128
B  2.8698  -0.8804  0.1427  -0.761
O  2.3331  -1.5417  -0.9432  0.136
O  4.1114  -0.2715  0.0524  0.134
H  -2.7719  2.1478  -1.7837  0.090
H  -1.5944  2.3690  -3.0623  0.075
H  -1.0503  2.0318  -1.4031  0.075
H  -2.4972  0.1678  -3.3256  0.119
H  -0.4130  -1.3480  -2.7265  0.094
H  0.3118  0.1525  -2.1336  0.083
H  -0.1885  0.0704  -3.8099  -0.013
H  -2.7992  -1.4954  -1.6815  0.083
H  -3.4705  -0.0172  -1.0309  0.084
H  -2.4233  -0.6850  1.4308  0.018
H  -1.5835  -3.2056  -0.1964  0.038
H  0.0751  -2.6155  -0.3650  0.026
H  -0.6087  -2.9335  1.2445  0.038
H  -0.9905  1.2009  2.9948  0.089
H  -0.1148  -0.2110  3.5650  0.086
H  1.2077  1.1324  4.9726  0.112
H  1.3496  3.3366  4.7176  0.057
H  1.6161  -1.7366  1.8179  0.080
H  2.8078  -0.5026  2.2575  0.093
H  2.8659  -1.3898  -1.7395  0.111
H  4.1720  0.4531  -0.5858  0.106
Ag  -0.1903  0.1439  -5.6223  0.905

## Properties
Total charge: +1
Calculated total energy: -1808.87145 Ha
Largest force on an atom: 0.011 Eh/bohr
Spin multiplicity: 1
E_HOMO: -0.432 Eh

=====

ORCA calculation (the ωB97M-V functional and the def2-TZVPD basis) on a molecular structure, C8H21F5GaIO2P2Te in a non-equilibrium geometry.

Each line ends with the Löwdin charge.
Geometry (Å):
C  -1.4288  0.1125  -4.8257  -0.434
I  -0.1852  0.1018  -3.0697  0.998
H  -2.4677  0.3290  -4.5636  0.024
H  -1.3269  -0.8900  -5.2505  0.016
H  -1.0217  0.8674  -5.5049  0.022
Ga  0.0914  0.0114  0.4233  0.255
P  -0.8630  -2.1221  0.1029  0.779
C  0.1663  -3.3792  -0.7020  -0.203
C  -1.3635  -2.8084  1.7131  -0.204
H  -2.0169  -3.6786  1.5469  0.086
H  -2.8600  -3.0530  -0.8909  0.082
H  -1.8942  -2.0300  2.2747  0.062
H  -3.0818  -1.3372  -0.4044  0.073
H  1.1099  -3.4915  -0.1524  0.070
H  -0.4750  -3.0999  2.2838  0.052
C  -2.3936  -2.0554  -0.8709  -0.236
H  -0.3757  -4.3367  -0.7113  0.089
H  -2.1750  -1.7302  -1.8976  -0.003
H  0.3843  -3.0775  -1.7335  0.052
P  0.7281  2.2583  -0.0166  0.779
C  2.2963  2.5387  -0.8808  -0.203
C  -0.5034  3.1318  -1.0219  -0.247
H  -0.0937  2.9340  2.1408  0.064
H  0.9009  4.2178  1.3650  0.085
H  1.6719  2.7938  2.1492  0.052
C  0.8146  3.1413  1.5642  -0.206
H  -1.4882  3.0248  -0.5519  0.071
H  -0.2440  4.1984  -1.0907  0.082
H  2.4795  3.6198  -0.9517  0.089
H  2.2496  2.1179  -1.8912  0.048
H  -0.5447  2.7034  -2.0326  -0.025
H  3.1145  2.0600  -0.3302  0.070
C  1.7714  -0.6089  -0.5969  -0.133
O  2.6950  -0.9265  -1.2091  0.225
F  1.3868  -1.8310  2.6958  -0.382
Te  0.8920  -0.2129  3.6730  1.953
F  2.1395  -0.6593  5.0830  -0.307
F  -0.4923  -1.1417  4.5953  -0.327
F  0.4493  1.4146  4.5560  -0.326
F  2.3003  0.6475  2.6632  -0.377
O  -0.3466  0.2456  2.3210  -0.567

## Properties
Total charge: +2
Calculated total energy: -4139.88732 Ha
Largest force on an atom: 0.126 Eh/bohr
Spin multiplicity: 1
E_HOMO: -0.604 Eh

=====

ORCA calculation (the ωB97M-V functional and the def2-TZVPD basis) on a molecular structure, C8H21N in a non-equilibrium geometry.

Each line ends with the Löwdin charge.
Geometry (Å):
C  1.6059  0.1536  -0.0352  -0.565
C  -1.2288  1.5365  -0.9031  -0.104
C  -1.4186  0.7123  1.3814  -0.096
C  2.1508  1.4962  0.3956  -0.127
C  2.0040  -0.9515  0.9146  -0.146
C  1.9687  -0.1655  -1.4690  -0.145
N  -1.0564  0.4186  0.0061  -0.239
H  -2.2792  1.8453  -0.9656  0.088
H  -0.6176  2.3792  -0.5766  0.085
H  -1.2546  -0.1719  1.9927  0.083
H  -0.7676  1.4991  1.7652  0.088
H  -2.4738  0.9990  1.4609  0.088
H  -0.8872  1.2416  -1.8933  0.085
H  3.0796  -1.1627  0.8657  0.065
H  1.7619  -0.6935  1.9463  0.062
H  1.4738  -1.0840  -1.7973  0.063
H  1.6492  0.6333  -2.1396  0.057
H  1.8670  1.7396  1.4208  0.059
H  3.2491  1.5200  0.3638  0.071
H  1.8097  2.2981  -0.2617  0.055
H  1.4777  -1.8817  0.6720  0.053
H  3.0500  -0.3071  -1.5939  0.065
C  -2.2859  -0.8582  -0.5579  -0.083
C  -1.9675  -2.1517  0.1421  -0.118
H  -0.8814  -2.3008  0.2221  0.069
H  -2.3803  -2.1737  1.1508  0.070
H  -3.2893  -0.4758  -0.3521  0.094
H  -2.1014  -0.8966  -1.6304  0.092
H  0.1080  -0.1800  -0.1295  0.150
H  -2.3658  -3.0177  -0.3948  0.079

## Properties
Calculated total energy: -372.00757 Ha
Largest force on an atom: 0.123 Eh/bohr
Spin multiplicity: 1
Energy above the lowest of the compared OMol25 structures with the same formula, charge and spin: 4.0919 eV
E_HOMO: -0.219 Eh

=====

ORCA calculation (the ωB97M-V functional and the def2-TZVPD basis) on a molecular structure, C8H21N3OPdS in a non-equilibrium geometry.

Each line ends with the Löwdin charge.
Geometry (Å):
Pd  -0.1713  -0.1078  0.8948  0.188
C  0.1700  2.2985  -1.1719  -0.229
C  1.3553  1.5108  -1.7749  -0.218
N  1.4921  0.1479  -1.2795  -0.074
C  1.1156  -0.9267  -2.1887  -0.214
C  0.1344  -1.9483  -1.5978  -0.221
N  -1.0193  -1.3555  -0.9494  -0.140
C  -1.9688  -0.6475  -1.7903  -0.201
C  -1.5794  0.8103  -2.1083  -0.209
N  -1.0128  1.4877  -0.9636  -0.112
H  -0.0019  3.1663  -1.8320  0.110
H  0.4605  2.6811  -0.1913  0.101
H  2.2610  2.0786  -1.5520  0.114
H  1.2661  1.5103  -2.8675  0.103
H  2.4157  -0.0106  -0.9092  0.106
H  1.9918  -1.4946  -2.5217  0.117
H  0.6855  -0.4981  -3.0955  0.098
H  0.6488  -2.5437  -0.8411  0.113
H  -0.1492  -2.6250  -2.4233  0.113
H  -1.4834  -2.0195  -0.3468  0.107
H  -2.9247  -0.6446  -1.2645  0.115
H  -2.1283  -1.1675  -2.7491  0.115
H  -2.4763  1.3080  -2.4998  0.117
H  -0.8567  0.8360  -2.9223  0.091
H  -1.7023  1.9742  -0.4117  0.108
C  -0.6440  0.0241  4.8032  -0.255
S  -0.2900  -0.6151  3.1340  0.655
C  1.5338  -0.4256  3.2126  -0.278
O  -0.5926  -2.0436  3.2812  -0.554
H  -0.1009  -0.6086  5.5027  0.052
H  -1.7145  -0.0871  4.9594  0.044
H  -0.3538  1.0682  4.9039  0.047
H  1.8167  0.5326  3.6489  0.043
H  1.8250  -0.4120  2.1621  -0.005
H  1.9981  -1.2530  3.7496  0.055

## Properties
Calculated total energy: -1082.89733 Ha
Largest force on an atom: 0.032 Eh/bohr
Spin multiplicity: 1
E_HOMO: -0.235 Eh

=====

ORCA calculation (the ωB97M-V functional and the def2-TZVPD basis) on a molecular structure, C8H21N4OPdSSi.

Each line ends with the Löwdin charge.
Geometry (Å):
Pd  0.0710  0.1810  1.7671  0.161
C  0.3864  4.1462  -1.1338  -0.023
C  1.0515  2.9493  -0.5666  -0.392
N  1.6086  2.0128  -1.2499  0.100
N  2.1217  1.1367  -0.3041  -0.011
C  1.6452  1.4186  0.9696  -0.939
S  2.2827  0.7951  2.4558  0.437
N  1.1561  2.7238  0.7898  -0.151
N  0.3230  3.3446  1.7181  0.077
H  0.3998  4.0688  -2.2184  0.075
H  0.8984  5.0585  -0.8239  0.076
H  -0.6426  4.2097  -0.7796  0.062
H  2.2956  0.1919  -0.6091  0.103
H  0.8746  3.4427  2.5662  0.066
H  -0.4019  2.6450  1.9379  0.035
C  -1.7459  0.0639  -1.3875  -0.260
Si  -1.9242  0.2508  0.5044  0.354
C  -2.9109  1.8923  0.6336  -0.282
C  -3.2789  -1.0353  0.9328  -0.288
H  -2.7158  0.1655  -1.8903  0.011
H  -1.3176  -0.9051  -1.6563  -0.004
H  -1.0696  0.8228  -1.7910  -0.001
H  -3.8137  1.8647  0.0119  0.009
H  -2.3082  2.7465  0.3077  -0.017
H  -3.2182  2.0917  1.6651  0.005
H  -4.1696  -0.9022  0.3068  0.007
H  -3.5856  -0.9471  1.9791  -0.001
H  -2.9138  -2.0566  0.7868  -0.008
C  0.8249  -3.9303  -1.5005  -0.098
C  0.5657  -2.9759  -0.3552  -0.345
O  1.1230  -1.7191  -0.6870  -0.150
H  0.4141  -4.9176  -1.2801  0.067
H  1.8972  -4.0306  -1.6766  0.069
H  0.3632  -3.5558  -2.4152  0.070
H  1.0081  -3.3632  0.5705  0.109
H  -0.5128  -2.8732  -0.1817  0.096
H  0.8202  -1.0868  -0.0019  -0.015

## Properties
Total charge: -1
Calculated total energy: -1427.30153 Ha
Largest force on an atom: 0.005 Eh/bohr
Spin multiplicity: 1
Energy above the lowest of the compared OMol25 structures with the same formula, charge and spin: 0.0000 eV
E_HOMO: -0.125 Eh

=====

Which of these has the lowest E_HOMO?
C8H21F5GaIO2P2Te

=====

Which value of calculated total energy does entry 6 give?
-1082.89733 Ha